A structure of composition C17H40NP3SSn at a distorted geometry. Source: OMol25; level of theory: ωB97M-V/def2-TZVPD.

Values from the calculation:
relative energy (zero: lowest compared OMol25 entry of this formula, charge and spin)	0.0	kJ/mol
LUMO (spin up / spin down)	-14.811 / -14.811	eV
energy	-64259.2513	eV
HOMO energy (spin up / spin down)	-19.598 / -19.598	eV

```
! wB97M-V def2-TZVPD RIJCOSX def2/J DEFGRID3
* xyz 4 1
Sn 0.35704 0.11819 0.31910
P -2.20096 -0.32798 1.41261
P 1.19636 -0.00284 2.79728
P 0.62069 -2.43284 -0.09001
H 0.42941 1.61632 -5.67061
C 0.46376 0.76525 -4.92600
C -1.01099 0.38409 -4.65516
H -1.58648 0.44020 -5.61278
C -3.34412 1.04631 1.81936
C -2.35936 -1.25381 2.98965
C -3.34956 -1.31938 0.38280
C 2.94969 0.44905 2.64435
C 0.51564 1.21841 3.97946
C 1.23238 -1.55872 3.74988
C 0.30177 -2.94245 -1.80920
C -0.22708 -3.64310 0.96790
C 2.41395 -2.64921 0.16042
H 0.89627 -0.14021 -5.40867
H -1.06962 -0.66292 -4.36873
H -3.60660 1.62265 0.92233
H -2.91648 1.71972 2.57483
H -4.27889 0.63170 2.22637
H -1.91697 -0.69901 3.82576
H -1.89362 -2.24264 2.91927
H -3.42946 -1.38668 3.19802
H -3.48277 -0.83934 -0.59202
H -4.32597 -1.36974 0.88037
H -2.98833 -2.33975 0.22389
H 3.45996 0.19076 3.58169
H 3.05897 1.52449 2.45731
H 3.42493 -0.09313 1.81793
H 0.87041 0.95857 4.98413
H -0.58142 1.21746 3.98136
H 0.86132 2.22757 3.72805
H 1.87321 -1.39404 4.63066
H 1.64745 -2.39163 3.16645
H 0.22879 -1.84207 4.09750
H 0.81573 -3.89698 -2.00456
H 0.67893 -2.18137 -2.50888
H -0.77803 -3.06624 -1.98512
H 0.09172 -4.65214 0.65271
H -1.32032 -3.55280 0.84787
H 0.02793 -3.50022 2.03196
H 2.70575 -3.59079 -0.32918
H 2.68511 -2.68683 1.22831
H 2.95566 -1.81714 -0.31793
C -0.04758 1.93995 -2.94065
C 1.10936 1.11654 -3.60947
C 2.36520 1.94822 -3.48839
C 2.46203 3.22011 -2.92658
C 1.33915 3.91586 -2.51750
C 0.11084 3.25457 -2.60728
S -1.75669 1.64617 -3.67186
H -2.17310 1.05181 -2.55070
H 1.35988 0.15090 -3.04492
H 3.34758 1.49758 -3.73177
H 3.42652 3.73660 -2.84154
H 1.34933 4.96654 -2.24499
H -0.78342 3.83394 -2.46442
N -0.48938 2.70661 0.89096
H -1.21391 3.06630 0.26980
H 0.31388 3.32345 0.72773
H -0.81544 2.97012 1.83084
*
```